C44H88O33 | wB97M-V/def2-TZVPD

Structure (XYZ):
```
165
C44H88O33 wB97M-V/def2-TZVPD
H 2.216 -7.519 2.532
C 1.831 1.449 -5.490
H 3.692 -4.481 -2.938
O 4.364 -5.859 -1.070
C -3.558 1.915 10.016
O -4.021 -3.133 7.033
C -3.445 1.031 5.377
H -1.303 -3.505 -2.398
H 3.416 3.481 0.808
H 5.025 0.787 -3.720
C -2.212 -2.860 -8.772
H 4.178 -4.934 -11.066
O 1.039 0.232 -0.839
O 0.912 2.923 -3.400
H -1.349 1.009 3.922
O -1.351 4.267 3.172
H 4.865 -2.454 -0.326
H -4.279 1.700 10.797
H -2.457 -3.969 2.658
H 2.605 -4.985 -10.369
C -5.160 -3.309 6.203
H -2.377 1.248 5.384
H -1.411 5.113 7.554
H 7.464 -0.029 -4.133
C -3.895 -0.241 4.634
O -3.814 0.736 6.731
C -5.096 -1.164 -0.774
C 3.868 -1.768 -5.254
H -0.236 8.756 -2.700
H -5.644 -2.099 -0.863
C -1.193 6.991 2.954
H -0.202 -3.217 6.340
H 3.403 -0.689 -7.006
C 2.710 -4.147 -2.586
H -1.568 -1.254 -7.552
H -3.627 6.080 5.624
H -3.997 1.901 5.020
C -1.892 -2.713 -2.860
O 2.620 1.994 -4.442
C -2.032 8.279 -1.801
H -3.116 8.404 -1.939
H -3.621 4.596 6.633
H -1.320 6.394 2.053
C 2.236 -8.169 1.656
O -1.887 -0.970 -5.029
O -2.000 -2.792 -6.353
H -2.489 6.453 7.878
H 6.432 -3.083 -0.950
H 6.411 -2.500 0.659
H 1.198 -8.301 1.362
C -0.393 -1.021 6.812
O 4.732 -1.043 -2.297
H -0.383 -1.728 2.651
C -1.902 -2.167 -5.178
O -2.346 4.453 5.140
H 2.208 -1.966 -6.598
H 3.287 -8.368 -0.239
H 3.011 -3.509 -11.151
O 2.453 -6.504 -0.068
O -1.535 4.954 -0.854
H -2.549 1.633 10.306
H -2.855 -2.751 -2.350
H -1.292 10.019 -2.976
C -3.010 5.319 6.095
H -1.655 -1.960 3.835
H -0.055 -2.849 7.965
H 2.453 1.106 -6.307
C 5.923 1.246 -3.304
H -1.839 8.854 -0.890
H 0.670 0.078 -2.991
C -0.719 1.360 3.101
C 7.075 0.978 -4.289
H -0.131 7.222 3.045
H -3.610 -1.129 5.186
H 3.476 -2.615 -4.691
C 3.211 -2.918 -8.671
O -4.338 -1.223 0.418
H 0.816 -1.386 -2.056
H -0.782 -0.774 5.821
H -0.419 -3.201 3.652
H 4.480 3.452 -0.455
H 6.657 1.079 -5.288
H -1.450 -1.759 -2.583
H -1.481 4.209 1.162
O 3.827 -2.676 -7.523
O -0.028 0.828 0.932
O -1.599 6.279 4.121
C -1.776 4.958 4.053
C -1.027 -2.479 3.112
O 6.134 0.677 -2.012
C -2.329 -2.039 -7.512
O -2.914 -2.099 1.774
H -5.372 -4.374 6.105
H -2.903 -2.442 -9.504
C -1.865 6.206 -0.680
O 2.877 2.552 -2.351
H -1.569 3.041 -0.130
C 3.605 2.900 -0.100
H -5.732 -0.282 -0.706
H -3.626 2.958 9.708
H 2.083 -4.574 -3.380
C 3.191 -5.737 -0.881
C -0.592 -2.506 7.074
H 7.900 1.666 -4.113
H -2.952 3.864 0.331
H -0.702 2.444 3.216
H -4.513 -0.931 -1.670
H 3.839 1.895 0.242
H 4.091 -7.350 0.965
H -3.341 -1.645 -7.404
O -3.644 -3.295 -0.019
O 3.938 -3.807 -9.326
C -1.887 4.039 0.166
O 2.323 -4.903 -1.456
H -1.624 -3.650 1.237
H -3.428 -0.295 3.645
H -5.956 -2.891 6.820
H 1.167 0.688 -5.079
H 4.944 -1.690 -5.099
H -5.164 -2.780 5.254
H -1.212 -2.753 -9.194
C -1.986 -3.134 2.127
C 3.448 -4.312 -10.560
C -3.286 1.420 7.741
H 5.713 2.310 -3.237
C -1.296 8.930 -2.930
C 3.128 -7.619 0.535
C 1.172 -0.358 -2.124
O 6.313 -1.010 -0.684
O -1.932 -2.811 7.423
C -1.218 0.885 1.738
H 2.230 -0.314 -2.382
O -2.309 2.108 7.623
H -0.864 -0.445 7.603
C -2.806 -3.247 6.529
C 5.946 -2.343 -0.312
H -1.753 7.920 2.906
O 2.147 -2.466 -9.005
O -0.748 -0.982 -0.263
H 0.664 -0.776 6.699
H -1.658 -0.107 1.815
H -2.401 -3.926 -8.654
H 3.536 -0.909 -4.661
C 2.449 2.998 -1.089
C -3.622 -2.301 0.664
H 1.645 2.448 -0.599
C 0.049 -0.102 -0.049
H 0.266 0.962 3.344
O -2.525 -3.671 5.437
O -1.739 6.919 -1.786
C 5.640 -0.525 -1.713
C 2.048 2.536 -3.366
H 2.731 -9.092 1.962
H 2.059 4.018 -1.116
C 3.267 -1.708 -6.643
H -4.957 -0.231 4.394
H -1.406 6.626 6.532
H -1.539 8.505 -3.902
O -3.948 1.155 8.859
H -2.013 1.514 1.340
H 1.177 2.239 -5.868
H 2.615 -3.073 -2.466
O -2.305 6.657 0.359
C -1.999 5.894 7.078
O -1.733 -3.064 -4.236
```

Output
Relative energy (zero: lowest compared OMol25 entry of this formula, charge and spin) = 254.8 kJ/mol
Total energy = -4212.28523 a.u.
Gap between HOMO and LUMO = 0.404 Eh
HOMO energy = -0.381 hartree
Lowest unoccupied orbital energy = 0.644 eV

Löwdin population analysis, charges in e, atoms 1 to 8: atom 1 (H): 0.074, atom 2 (C): -0.028, atom 3 (H): 0.096, atom 4 (O): 0.132, atom 5 (C): -0.018, atom 6 (O): 0.007, atom 7 (C): -0.176, atom 8 (H): 0.102

C44H90BNO9PS | wB97M-V/def2-TZVPD

Structure (XYZ):
```
147
C44H90BNO9PS wB97M-V/def2-TZVPD
C 6.726 -0.160 -3.655
H -0.546 0.438 -4.095
C -2.395 1.876 -1.002
H 3.257 -2.704 2.349
C -7.910 -2.994 -5.061
C -0.770 -1.212 -2.482
H -7.595 -2.278 -5.823
C -6.724 -3.789 -4.583
H -3.174 2.981 3.167
O 2.246 0.564 0.192
C -0.461 -5.052 7.755
H 1.654 1.255 -3.469
H 6.289 0.391 -2.819
H -5.293 5.170 2.654
H -5.160 -5.138 -5.116
C 11.836 -0.669 -1.605
H -4.702 2.115 -3.026
H 4.377 0.287 0.062
P 3.123 -1.788 -2.980
H -3.798 1.804 1.320
H 14.103 0.852 -2.414
C -0.646 -6.434 7.186
H -6.664 -5.366 -6.029
H -1.881 -2.895 -3.623
H -8.671 -3.666 -5.464
H -1.868 0.508 1.881
H -4.927 -3.469 3.183
C 3.098 3.715 -0.312
H 0.233 -0.841 5.950
H -4.016 -3.031 7.323
H 0.553 -3.172 4.038
C -6.736 7.162 0.586
H -5.228 3.900 3.986
H -1.192 -1.115 1.361
C -2.497 3.172 -0.017
O 3.392 0.534 -1.812
H 2.435 -3.014 -2.706
C -0.337 -3.914 6.779
C -4.386 -3.270 5.236
C -2.514 2.241 -2.556
H 2.455 3.907 0.616
C 4.117 2.495 -0.086
H -0.377 0.417 0.765
H -7.415 8.499 2.114
H 5.025 2.646 -0.759
H -5.695 8.698 1.654
H -3.799 -0.341 -2.009
C -2.083 -1.906 -3.073
N 0.476 -1.047 3.813
C 12.383 -0.301 -2.958
H 0.932 -0.965 -0.285
H 5.225 3.328 1.766
H 3.738 4.662 -0.450
H 11.253 -1.588 -1.689
H 0.535 -4.066 6.139
C -3.705 2.911 1.017
H -4.677 3.146 0.445
C -7.154 7.900 -0.658
H 12.657 -0.837 -0.905
H -5.020 -0.244 -3.361
O 0.735 1.121 3.025
H -1.233 -1.612 4.993
C -6.498 7.979 1.830
H 0.624 1.058 -1.886
H -3.688 -1.640 -4.573
C -5.080 4.077 2.873
H -5.834 -2.221 4.060
H 4.920 1.451 1.796
C -3.927 0.001 -3.085
C -3.571 3.733 2.394
C -0.902 -0.059 1.668
H -3.593 1.782 -4.446
H -5.622 -3.679 6.935
O 12.159 -0.985 -3.938
H -0.893 0.211 4.880
H 1.271 -3.884 1.927
C 13.220 0.947 -3.051
C 0.062 -0.331 -3.521
H 9.486 -2.289 -3.692
C 7.913 -0.946 -3.168
C -5.990 -4.621 -5.601
C 2.171 3.594 -1.609
H -6.203 7.317 2.646
H 3.983 -1.833 0.089
H -2.748 -2.203 -2.178
C -3.750 1.569 -3.323
H -7.289 7.187 -1.473
H -1.004 -0.644 -1.507
C -0.415 -0.820 5.017
C 1.074 -2.748 1.916
H -2.684 3.380 -2.610
H -5.849 3.456 2.285
C -5.408 -3.225 4.132
H 1.184 3.114 -1.278
C 2.855 -1.973 0.214
C 8.655 -1.778 -4.182
H -1.566 -6.473 6.598
C 0.251 -2.410 3.250
H -6.196 -3.956 4.324
H -2.897 4.643 2.331
C -4.858 -2.960 6.632
H -1.543 3.181 0.628
H 7.986 -2.528 -4.609
O -6.372 -3.761 -3.419
C 1.197 0.519 -2.719
C 2.506 -2.046 1.796
H 2.644 3.047 -2.483
H -1.547 2.050 -3.127
H -0.067 -2.068 -2.155
H 4.448 -1.908 -2.415
H 2.506 -2.938 -0.285
H -5.259 -1.945 6.671
H 0.393 -2.574 1.013
H 12.629 1.814 -2.749
O -3.224 -3.548 5.009
H 0.591 -0.990 -4.281
H 9.055 -1.135 -4.968
H -1.330 1.467 -0.849
S 3.358 -1.399 -4.880
C -2.985 -0.933 -3.992
H -0.721 -7.155 8.003
H -6.380 8.616 -0.943
C 0.127 0.032 2.875
H -8.100 8.417 -0.484
C 2.274 -0.407 -1.997
H 2.569 -1.005 2.242
H -8.339 -2.444 -4.221
H -1.244 -3.843 6.174
H 0.211 -6.698 6.563
H 1.896 4.648 -1.967
H -3.171 1.141 -0.619
H 3.531 2.634 2.049
O -0.413 -4.865 8.957
H -2.392 -0.364 -4.776
C 4.514 2.478 1.491
H -0.208 -2.979 7.328
H 11.183 0.126 -1.239
C 2.044 -0.746 -0.403
H 7.041 0.554 -4.419
H -5.590 -3.978 -6.388
H 5.971 -0.839 -4.059
O 8.262 -0.913 -2.002
H -2.614 4.146 -0.592
B 3.516 1.004 -0.415
O -6.596 5.955 0.587
H -0.870 -2.548 3.005
H 13.547 1.088 -4.083
```

Output
Total energy = -3226.70911 a.u.
Gap between HOMO and LUMO = 0.216 Eh
HOMO energy = -0.150 hartree
Lowest unoccupied orbital energy = 1.786 eV
Charge = -1

Löwdin population analysis, charges in e, atoms 1 to 8: atom 1 (C): -0.030, atom 2 (H): 0.082, atom 3 (C): -0.193, atom 4 (H): 0.111, atom 5 (C): -0.030, atom 6 (C): -0.194, atom 7 (H): 0.085, atom 8 (C): -0.510